Here is a single C4H2ClFS molecule in a non-equilibrium geometry from OMol25. Energies are from the ωB97M-V functional and the def2-TZVPD basis.

Results
Structure (SMILES): Fc1cscc1Cl
Largest force on an atom in hartree/bohr: 0.063
Spin multiplicity: 1
Net charge: 0
Relative energy (zero: lowest compared OMol25 entry of this formula, charge and spin) in eV: 0.561

Last column: Löwdin charge in e.
Cartesian coordinates (Å):
F: 1.0985 -2.0470 0.0312  0.051
C: 0.3381 -0.9266 0.0184  -0.351
C: -1.0664 -0.9732 -0.0823  -0.372
S: -1.7599 0.5522 -0.0004  0.999
C: -0.2090 1.3267 0.0412  -0.419
C: 0.8710 0.4070 0.0049  -0.703
Cl: 2.4637 1.0486 -0.0216  0.691
H: -1.8052 -1.7217 -0.1730  0.055
H: 0.0692 2.3340 0.1815  0.049

Here is an isolated ion of composition C9H16NO5 and charge +1 in a non-equilibrium geometry from OMol25. Energies are from the ωB97M-V functional and the def2-TZVPD basis.

Results
Largest force on an atom in hartree/bohr: 0.061
Spin multiplicity: 1
Net charge: +1
Relative energy (zero: lowest compared OMol25 entry of this formula, charge and spin) in eV: 5.160

Last column: Löwdin charge in e.
Cartesian coordinates (Å):
C: 1.2933 -0.2366 2.6127  -0.189
C: -0.0759 -0.2309 1.9512  -0.022
C: 0.8194 0.9398 1.5802  -0.298
C: 1.2973 0.7568 0.1101  -0.181
C: 0.7591 1.3872 -0.9365  -0.294
C: -0.7462 -1.3612 -0.1535  -0.261
C: -0.1453 2.5663 -0.7549  0.009
C: -0.4443 -2.7281 -0.7810  0.013
C: -2.3900 -0.8564 -1.9086  -0.016
N: -1.3742 -0.2883 -1.0203  0.032
O: -0.2527 -1.1900 1.0020  0.061
O: 1.5457 0.1388 3.8991  0.075
O: 0.7270 2.1630 2.1908  0.051
O: 2.1423 -0.3274 -0.0986  0.051
O: 0.7392 0.8175 -2.2519  0.031
H: 1.8364 -1.0575 2.2442  0.137
H: 0.4674 3.4082 -0.9054  0.088
H: -0.6078 2.5642 0.2595  0.109
H: -0.8974 2.6741 -1.5262  0.094
H: -1.4327 -3.3710 -0.6924  0.136
H: 0.2654 -3.3095 -0.1538  0.104
H: 0.0293 -2.6925 -1.7585  0.085
H: -3.2487 -1.4714 -1.4570  0.152
H: -2.5995 0.0525 -2.5432  0.132
H: -1.8193 -1.4066 -2.5957  0.070
H: -1.7383 0.5425 -0.4987  0.183
H: -0.4849 0.0847 -1.6321  0.144
H: 0.7714 0.4175 4.3137  0.086
H: 1.1841 2.0815 3.0737  0.138
H: 2.8393 -0.3050 0.5770  0.133
H: 1.5406 0.2377 -2.1458  0.147

Here is C50H50N7O2PS5Y as an isolated structure from OMol25. Energies are from the ωB97M-V functional and the def2-TZVPD basis.

Results
Largest force on an atom in hartree/bohr: 0.010
Spin multiplicity: 1
Net charge: -1
Relative energy (zero: lowest compared OMol25 entry of this formula, charge and spin) in eV: 2.332

Last column: Löwdin charge in e.
Cartesian coordinates (Å):
Y: 0.0964 -0.4827 -0.0050  1.203
C: 4.0687 2.8006 -1.7768  -0.537
C: 3.7188 1.3949 -2.2496  -0.515
S: 2.0232 0.8226 -2.0530  0.819
C: 1.0269 1.9130 -3.0773  -0.505
C: 0.6737 3.2951 -2.5028  -0.498
S: 0.1202 3.2082 -0.7831  0.804
C: 1.1053 4.4180 0.1318  -0.541
C: 2.5745 4.6095 -0.2133  -0.535
S: 3.6274 3.1430 -0.0556  0.862
H: 3.5932 3.5419 -2.4180  0.059
H: 5.1467 2.9304 -1.8952  0.070
H: 4.3105 0.6573 -1.7035  0.066
H: 3.9848 1.2992 -3.3056  0.082
H: 0.1158 1.3314 -3.2432  0.042
H: 1.5062 2.0252 -4.0533  0.089
H: -0.1245 3.7138 -3.1162  0.058
H: 1.5227 3.9728 -2.5761  0.051
H: 1.0268 4.0506 1.1576  0.035
H: 0.6155 5.3942 0.0948  0.073
H: 2.9701 5.3574 0.4772  0.069
H: 2.7069 5.0287 -1.2111  0.061
C: -3.8377 4.5472 -3.2290  -0.099
C: -4.2283 4.1580 -1.9565  -0.089
C: -3.7735 2.9617 -1.4206  -0.084
C: -2.9108 2.1397 -2.1422  -0.356
C: -2.5477 2.5278 -3.4324  -0.130
C: -3.0053 3.7201 -3.9701  -0.091
P: -2.2078 0.5818 -1.4858  0.984
C: -3.3545 0.1243 -0.1015  -0.343
C: -3.4218 0.8471 1.0875  -0.127
C: -4.2032 0.4013 2.1446  -0.091
C: -4.8985 -0.7952 2.0360  -0.096
C: -4.8143 -1.5389 0.8673  -0.077
C: -4.0500 -1.0823 -0.1967  -0.066
C: -2.3964 -0.6018 -2.7482  -0.424
C: -3.5036 -0.5600 -3.6481  -0.157
C: -3.6639 -1.5456 -4.5980  -0.148
C: -2.7765 -2.6134 -4.6830  -0.087
C: -1.6993 -2.7341 -3.7545  -0.199
C: -0.8406 -3.8406 -3.7813  -0.075
C: 0.1867 -3.9828 -2.8687  -0.127
C: 0.3835 -3.0008 -1.9023  -0.187
C: -0.4284 -1.8527 -1.8104  -0.260
C: -1.4807 -1.7235 -2.7580  -0.234
H: -4.1968 5.4782 -3.6494  0.095
H: -4.8965 4.7840 -1.3779  0.097
H: -4.1049 2.6682 -0.4341  0.084
H: -1.9426 1.8591 -4.0335  0.103
H: -2.7221 3.9967 -4.9787  0.102
H: -2.8442 1.7586 1.2003  0.082
H: -4.2560 0.9837 3.0563  0.083
H: -5.5005 -1.1522 2.8637  0.095
H: -5.3426 -2.4802 0.7800  0.102
H: -3.9715 -1.6570 -1.1121  0.108
H: -4.2197 0.2510 -3.5825  0.088
H: -4.5016 -1.4910 -5.2860  0.086
H: -2.9119 -3.3890 -5.4274  0.083
H: -1.0057 -4.6036 -4.5360  0.097
H: 0.8261 -4.8579 -2.9034  0.089
H: 1.1939 -3.1591 -1.1961  0.053
S: 0.9874 1.3029 2.0399  0.530
N: -1.3816 -3.2321 3.0209  0.215
C: -1.2670 -1.9244 2.7167  -0.614
N: -1.4274 -1.0109 3.6825  0.225
O: -0.9916 -1.5858 1.5429  -0.141
H: -1.2836 -3.5347 3.9752  0.117
H: -1.0385 -3.8684 2.3171  0.129
H: -1.8069 -1.2727 4.5743  0.120
H: -1.4385 -0.0302 3.4181  0.071
C: 2.0381 -1.7750 3.0176  -0.038
C: 2.6322 -1.9602 1.6698  -0.321
N: 2.2520 -1.4072 0.5148  -0.019
C: 3.1616 -1.8499 -0.4320  -0.173
C: 4.0567 -2.6820 0.1503  -0.036
N: 3.7061 -2.7480 1.4783  0.011
C: 4.3134 -3.6273 2.5041  -0.101
N: 3.6091 -4.8232 2.6893  -0.099
N: 2.4728 -4.8593 3.5314  -0.053
N: 2.0158 -6.1148 3.4773  -0.026
C: 2.7817 -6.8458 2.6486  -0.298
C: 2.7155 -8.1998 2.2662  -0.070
C: 3.6670 -8.6765 1.3671  -0.160
C: 4.6664 -7.8711 0.8357  -0.158
C: 4.7505 -6.5092 1.2011  -0.077
C: 3.8180 -6.0426 2.0997  -0.200
H: 1.1009 -1.2419 2.9477  -0.005
H: 2.6931 -1.1477 3.6278  0.093
H: 1.9120 -2.7463 3.5017  0.047
H: 3.0588 -1.5944 -1.4726  0.074
H: 4.8655 -3.2649 -0.2528  0.118
H: 4.3525 -3.0586 3.4345  0.129
H: 5.3294 -3.8313 2.1625  0.131
H: 1.9421 -8.8454 2.6604  0.084
H: 3.6189 -9.7170 1.0641  0.083
H: 5.3773 -8.2813 0.1302  0.075
H: 5.5159 -5.8662 0.7801  0.077
C: -7.1980 1.6821 4.9529  -0.052
C: -7.3380 2.8052 5.9458  -0.725
O: -7.9809 2.7327 6.9552  0.021
S: -6.5764 4.3972 5.4939  0.990
C: -5.0137 3.8447 4.8633  -0.569
C: -4.1699 3.0494 5.6324  -0.108
C: -2.9611 2.6161 5.1210  -0.035
C: -2.5498 2.9854 3.8343  -0.264
C: -3.3849 3.8287 3.0895  -0.035
C: -4.6050 4.2422 3.5939  -0.093
C: -1.3591 2.4666 3.2532  -0.109
C: -0.3572 1.9835 2.7581  -0.652
H: -7.6754 0.7935 5.3585  0.087
H: -6.1521 1.4836 4.7257  0.058
H: -7.6747 1.9811 4.0186  0.094
H: -4.4616 2.7637 6.6361  0.115
H: -2.3185 1.9814 5.7184  0.116
H: -3.0817 4.1217 2.0923  0.117
H: -5.2571 4.8579 2.9878  0.104

Here is a 10-piece molecular cluster, C24H70ClN4O17 overall in a non-equilibrium geometry from OMol25. Energies are from the ωB97M-V functional and the def2-TZVPD basis.

Results
Largest force on an atom in hartree/bohr: 0.053
Spin multiplicity: 2
Calculated total energy in Eh: -2914.1579
Net charge: -2

Last column: Mulliken spin population.
Cartesian coordinates (Å):
Cl: 0.2802 0.8959 -1.2404  -0.197
O: -1.1155 0.8921 -1.4572  -0.001
O: 0.7434 2.2413 -1.5581  0.039
O: 0.5711 0.5882 0.0919  0.031
O: 0.8227 -0.1008 -2.0690  0.045
O: -3.8612 1.1762 -2.2165  -0.010
H: -3.0082 1.3439 -1.8159  0.000
H: -4.3877 0.8000 -1.5112  -0.001
O: -1.5808 4.4143 -2.6214  -0.029
H: -1.0982 5.2046 -2.8636  0.015
H: -0.9537 3.8947 -2.1184  0.004
O: 3.3431 -1.7693 -0.4511  -0.073
H: 2.5229 -1.5757 -0.9049  0.041
H: 4.0239 -1.4220 -1.0274  0.005
O: -1.6919 -1.3618 -3.4980  0.010
H: -1.2192 -0.7328 -2.9530  0.001
H: -1.9854 -2.0367 -2.8860  0.009
O: -2.1352 1.9891 -4.3754  -0.010
H: -1.7302 2.6834 -4.8952  0.005
H: -1.5302 1.8507 -3.6468  -0.003
C: -2.6255 -1.7654 3.7743  0.043
O: -2.7877 -0.3343 3.5533  -0.463
C: -2.2994 0.2300 2.3306  -0.046
C: -2.7659 1.6997 2.1583  -0.021
N: -4.2265 1.7892 1.9483  -0.018
C: -4.8904 3.0212 1.6223  -0.005
C: -4.8675 4.0027 2.7609  0.088
O: -5.7477 3.5363 3.8294  -0.205
C: -5.9381 4.5919 4.8323  0.303
H: -3.2275 -2.1507 4.5972  -0.140
H: -1.6551 -2.2003 4.0138  0.470
H: -2.8243 -2.2499 2.8183  0.035
H: -2.7266 -0.2947 1.4760  0.134
H: -1.2126 0.1736 2.2680  -0.023
H: -2.1468 2.2858 1.4790  0.042
H: -2.6352 2.1725 3.1317  0.036
H: -4.7400 1.3075 2.6725  0.007
H: -5.8928 2.8659 1.2233  0.023
H: -4.4570 3.4825 0.7349  -0.009
H: -5.0881 5.0290 2.4673  -0.020
H: -3.8775 4.1743 3.1834  -0.015
H: -6.4206 5.4655 4.3940  -0.007
H: -4.9300 4.7792 5.2020  -0.009
H: -6.6058 4.2325 5.6153  -0.049
C: -0.0098 7.5829 -3.1866  0.152
O: 0.2231 6.3033 -3.5949  -0.125
C: 1.5339 5.7438 -3.5965  -0.001
C: 2.1148 5.7207 -2.1628  0.033
N: 3.3305 4.8943 -2.1514  -0.016
C: 3.9174 4.6643 -0.8390  0.009
C: 3.2233 3.4666 -0.0512  0.052
O: 4.1730 2.9993 0.9301  -0.079
C: 3.5581 1.9250 1.7415  0.120
H: -0.8909 8.0192 -3.6573  -0.006
H: 0.7854 8.2615 -3.4952  0.003
H: -0.1305 7.7707 -2.1197  -0.013
H: 2.1934 6.3083 -4.2557  -0.008
H: 1.4792 4.7709 -4.0850  0.017
H: 1.3925 5.2322 -1.5089  0.009
H: 2.2802 6.7503 -1.8455  0.005
H: 3.0214 4.0592 -2.6280  0.005
H: 3.8223 5.5712 -0.2419  0.006
H: 4.9993 4.6062 -0.9587  -0.013
H: 3.1129 2.6172 -0.7252  0.019
H: 2.2410 3.7616 0.3179  0.002
H: 3.3845 1.0843 1.0698  0.000
H: 2.6375 2.2876 2.1988  -0.005
H: 4.1975 1.7652 2.6096  -0.023
C: -1.8789 -2.5556 -0.3036  0.009
O: -1.8389 -3.1194 -1.6166  -0.255
C: -2.8084 -4.2050 -1.8360  0.260
C: -2.8448 -4.7957 -3.2423  -0.032
N: -2.8915 -3.7793 -4.3183  0.003
C: -2.7300 -4.3576 -5.6569  0.013
C: -1.2463 -4.4075 -6.0760  0.014
O: -0.6092 -3.1677 -5.9444  -0.034
C: 0.7428 -3.2818 -6.4479  0.073
H: -2.8192 -2.0223 -0.1640  0.021
H: -1.0378 -1.8666 -0.2268  0.039
H: -1.7124 -3.2365 0.5311  0.040
H: -3.7977 -3.8177 -1.5921  0.007
H: -2.5858 -5.0066 -1.1318  0.045
H: -3.6692 -5.5025 -3.3374  -0.043
H: -1.9146 -5.3537 -3.3486  0.012
H: -2.0804 -3.1914 -4.1888  -0.001
H: -3.2629 -3.6729 -6.3166  -0.002
H: -3.2639 -5.3049 -5.7323  -0.004
H: -1.2001 -4.7515 -7.1092  -0.004
H: -0.7340 -5.1582 -5.4742  0.001
H: 0.7131 -3.5877 -7.4937  0.002
H: 1.3780 -3.9301 -5.8444  -0.004
H: 1.3004 -2.3545 -6.3162  -0.019
C: 7.8303 -4.0977 3.3942  0.489
O: 6.6058 -3.7902 3.9486  -0.444
C: 6.1292 -4.6627 4.9333  0.231
C: 4.8082 -3.9611 5.3882  0.068
N: 3.7020 -4.1339 4.4769  -0.306
C: 2.4283 -3.6902 5.1627  0.727
C: 1.2518 -3.4731 4.1581  0.607
O: 1.6819 -2.6763 3.0525  -0.275
C: 0.6350 -2.4290 2.0691  -0.440
H: 7.9568 -5.1011 2.9877  -0.035
H: 8.6777 -3.9301 4.0589  -0.037
H: 7.9975 -3.4657 2.5220  0.004
H: 6.8122 -4.8813 5.7542  -0.047
H: 5.8899 -5.6061 4.4426  0.026
H: 5.0095 -2.9053 5.5697  0.100
H: 4.5589 -4.4736 6.3173  -0.145
H: 3.7335 -3.7280 3.5526  0.113
H: 2.6086 -2.7586 5.6990  0.118
H: 2.1084 -4.4135 5.9127  -0.296
H: 0.4817 -2.8864 4.6590  0.153
H: 0.8756 -4.4863 4.0170  -0.169
H: 0.9838 -1.8580 1.2086  0.067
H: -0.1933 -1.8013 2.3978  0.171
H: 0.2071 -3.3490 1.6707  0.001